(1)
Density functional theory data (ωB97M-V/def2-TZVPD) for a single C2F2N2O2 molecule at a distorted geometry.

Molar mass, g/mol: 122.0
ΔE to the lowest compared entry with this formula, charge and spin, kJ/mol: 213.0
HOMO level, eV: -11.4
E_LUMO, hartree: -0.0263
Kohn-Sham gap, eV: 10.69
DFT total energy, eV: -14579.1206
SMILES string: N#CC(F)(F)[N+](=O)[O-]

```
! RIJCOSX wB97M-V def2-TZVPD def2/J DEFGRID3
* xyz 0 1
C -1.1705 0.4305 0.5615
C -0.1991 0.4952 -0.4047
N -2.0468 0.4972 1.3273
N 1.0533 -0.7112 0.1574
O 1.2597 -0.7440 1.3175
O 1.3654 -1.4548 -0.6953
F -0.6040 -0.1512 -1.4834
F 0.3420 1.6383 -0.7804
*
```

Want to see where the charge sits? The Mulliken charges in e are:
1. C -0.01
2. C 0.87
3. N -0.28
4. N 0.80
5. O -0.50
6. O -0.47
7. F -0.20
8. F -0.21


(2)
Density functional theory data (ωB97M-V/def2-TZVPD) for a molecular structure, C24H25BrCl2N5O4RuS at a distorted geometry.

Molar mass, g/mol: 731.4
ΔE to the lowest compared entry with this formula, charge and spin, kJ/mol: 6.3
HOMO level (alpha / beta), eV: -16.2 / -16.2
<S²>: 6.044
E_LUMO (alpha / beta), hartree: -0.3747 / -0.4198
Kohn-Sham gap (alpha / beta), eV: 6.04 / 4.81
DFT total energy, eV: -149411.3308

```
! RIJCOSX wB97M-V def2-TZVPD def2/J DEFGRID3
* xyz 3 5
Ru 1.0692 -1.0678 1.0113
C -1.8206 4.6018 -4.9941
C -1.3076 3.8746 -3.8227
C -0.5318 2.6857 -3.9868
C -0.0932 1.9839 -2.9010
C -0.4251 2.4528 -1.6126
C -1.1709 3.6311 -1.4076
C -1.5957 4.3344 -2.5002
S 0.2413 1.6227 -0.2067
O 1.6567 1.5585 -0.4062
O -0.2737 2.2338 0.9843
N -0.2547 0.0061 -0.2017
C -1.5502 -0.3735 -0.2054
C -2.6518 0.4549 -0.5402
C -3.9359 -0.0419 -0.5837
C -4.1876 -1.3785 -0.3031
C -3.1345 -2.2459 0.0810
C -3.3576 -3.5940 0.4259
C -2.3014 -4.3619 0.8394
C -1.0343 -3.7747 0.9125
N -0.7964 -2.5164 0.5742
C -1.8228 -1.7544 0.1550
H -1.2322 4.4189 -5.8918
H -1.9221 5.6705 -4.8046
H -2.8387 4.2358 -5.2070
H -0.2746 2.3593 -4.9867
H 0.5269 1.1028 -3.0205
H -1.3684 3.9786 -0.4013
H -2.1454 5.2582 -2.3705
H -2.4887 1.4990 -0.7591
H -4.7539 0.6185 -0.8378
H -5.1974 -1.7660 -0.3647
H -4.3575 -4.0066 0.3643
H -2.4275 -5.3997 1.1151
H -0.1870 -4.3556 1.2535
C -1.0587 0.9164 5.6036
O -1.1638 0.1264 4.3894
C -0.1975 0.0755 3.5252
O -0.3402 -0.6766 2.5387
N 0.9072 0.8228 3.7083
N 1.8839 0.8001 2.7034
H -1.8987 0.6114 6.2146
H -1.1423 1.9745 5.3618
H -0.1324 0.6934 6.1312
H 0.9113 1.5813 4.3742
H 2.8009 0.7984 3.1385
H 1.7966 1.6300 2.1190
Br 2.8978 -1.3832 -4.4240
C 3.3468 -1.2138 -2.6139
C 4.6576 -1.0192 -2.2039
C 4.9139 -0.8903 -0.8461
C 3.8676 -0.9561 0.0489
N 2.5995 -1.1373 -0.3592
C 2.3442 -1.2682 -1.6704
H 5.4612 -0.9693 -2.9270
H 5.9216 -0.7403 -0.4851
H 4.0341 -0.8639 1.1128
H 1.3145 -1.4240 -1.9606
Cl 2.6933 -4.3077 0.5940
C 2.9152 -4.0001 2.3007
Cl 2.2490 -2.3904 2.8162
H 3.9734 -3.9857 2.5296
H 2.3891 -4.7490 2.8795
*
```

Want to see where the charge sits? The Mulliken charges in e are:
1. Ru 0.77
2. C -1.52
3. C 0.84
4. C -0.92
5. C -0.50
6. C -0.60
7. C 0.06
8. C -0.87
9. S 1.93
10. O -0.67
11. O -0.75
12. N 0.79
13. C 0.18
14. C -0.32
15. C -1.24
16. C -0.70
17. C 0.75
18. C -0.62
19. C -0.96
20. C -0.13
21. N 0.23
22. C 0.63
23. H 0.39
24. H 0.40
25. H 0.31
26. H 0.43
27. H 0.30
28. H 0.57
29. H 0.44
30. H 0.33
31. H 0.49
32. H 0.48
33. H 0.50
34. H 0.45
35. H 0.31
36. C -0.85
37. O -0.31
38. C 0.57
39. O -0.17
40. N -0.03
41. N -0.55
42. H 0.26
43. H 0.36
44. H 0.38
45. H 0.26
46. H 0.36
47. H 0.30
48. Br -0.05
49. C -0.64
50. C -0.03
51. C -1.09
52. C -0.24
53. N 0.44
54. C -0.34
55. H 0.50
56. H 0.48
57. H 0.52
58. H 0.75
59. Cl -0.05
60. C -0.49
61. Cl 0.03
62. H 0.42
63. H 0.41


(3)
Density functional theory data (ωB97M-V/def2-TZVPD) for a single C4H4N2O2 molecule at a distorted geometry.

Molar mass, g/mol: 112.1
ΔE to the lowest compared entry with this formula, charge and spin, kJ/mol: 154.9
HOMO level, eV: -9.7
E_LUMO, hartree: 0.0086
Kohn-Sham gap, eV: 9.93
DFT total energy, eV: -11286.9346
SMILES string: NC(=O)c1ncco1

```
! RIJCOSX wB97M-V def2-TZVPD def2/J DEFGRID3
* xyz 0 1
C 1.4735 -0.2159 0.0323
C -0.0618 -0.2430 0.1334
C -2.1951 -0.5881 0.0074
C -2.0137 0.7472 -0.0601
H 2.8491 1.3893 -0.1972
H 1.1276 1.8960 0.2083
H -3.2168 -1.0954 0.0382
H -2.5848 1.6093 -0.0108
N 1.8545 1.0964 0.0801
N -1.0018 -1.2304 0.0334
O 2.1981 -1.1486 -0.0969
O -0.6183 1.0157 -0.0919
*
```

Want to see where the charge sits? The Mulliken charges in e are:
1. C 0.22
2. C 0.62
3. C -0.18
4. C -0.21
5. H 0.25
6. H 0.30
7. H 0.31
8. H 0.43
9. N -0.35
10. N -0.53
11. O -0.54
12. O -0.32


(4)
Density functional theory data (ωB97M-V/def2-TZVPD) for 10 unconnected molecules or ions with the total composition C37H103N9O10 at a distorted geometry.

Molar mass, g/mol: 834.3
ΔE to the lowest compared entry with this formula, charge and spin, kJ/mol: 261.7
HOMO level, eV: -8.5
E_LUMO, hartree: 0.0161
Kohn-Sham gap, eV: 8.91
DFT total energy, eV: -73917.7690
SMILES string: COC[C@H](C)N.COC[C@H](C)N.COC[C@H](C)N.COC[C@H](C)N.COC[C@H](C)N.COC[C@H](C)N.COC[C@H](C)N.COC[C@H](C)N.COC[C@H](C)N.CO

```
! RIJCOSX wB97M-V def2-TZVPD def2/J DEFGRID3
* xyz 0 1
C -2.8560 0.1079 -4.3523
C -1.4777 -0.1959 -5.0316
C -1.3464 0.4985 -6.3930
O -2.2094 -0.0997 -7.3819
C -1.8884 0.2816 -8.7080
N -0.3634 0.2249 -4.2977
H -3.6047 -0.5475 -4.7973
H -3.1852 1.1435 -4.4378
H -2.8546 -0.0776 -3.2782
H -1.4389 -1.2759 -5.1738
H -0.3129 0.4314 -6.7328
H -1.5009 1.5713 -6.2779
H -2.5638 -0.3013 -9.3342
H -0.8515 0.0102 -8.9066
H -2.0414 1.3296 -8.9656
H -0.6080 1.1698 -4.0380
H -0.3554 -0.2291 -3.3955
C 5.0770 6.2329 1.0389
C 4.7415 4.9156 1.7212
C 5.0786 3.6385 0.9638
O 4.1282 3.4670 -0.0996
C 4.2923 2.3695 -0.9972
N 5.3663 4.9904 3.0299
H 4.6533 7.0946 1.5547
H 4.6464 6.3728 0.0474
H 6.1579 6.3299 0.9371
H 3.6700 4.8993 1.9202
H 4.9391 2.7772 1.6170
H 6.0823 3.7563 0.5554
H 3.4439 2.3082 -1.6788
H 4.3769 1.3920 -0.5225
H 5.1075 2.6536 -1.6627
H 6.2005 5.5569 2.9735
H 5.7148 4.0920 3.3328
C -3.4725 -0.3927 2.5654
C -4.1391 0.8040 1.8126
C -3.3871 1.1059 0.3891
O -1.9428 1.1822 0.4480
C -1.3484 2.1127 1.2896
N -5.4958 0.5219 1.6037
H -3.6407 -1.3110 2.0027
H -3.9647 -0.5673 3.5221
H -2.4033 -0.3161 2.7631
H -3.8832 1.6522 2.4476
H -3.7962 1.9992 -0.0829
H -3.5185 0.3022 -0.3354
H -0.2675 2.1375 1.1519
H -1.5433 1.8963 2.3400
H -1.7538 3.0728 0.9703
H -5.8000 1.1012 0.8343
H -5.6503 -0.3618 1.1397
C 1.7621 -0.0581 -1.0809
C 0.6687 -1.0345 -0.8233
C 0.4630 -1.2345 0.7060
O -0.5378 -2.1614 0.8483
C -0.8726 -2.5744 2.1797
N -0.5805 -0.6061 -1.5241
H 2.6866 -0.3873 -0.6064
H 1.5869 0.9083 -0.6081
H 1.8899 0.1025 -2.1514
H 0.9273 -1.9977 -1.2632
H -0.0938 -0.3513 1.0191
H 1.4004 -1.3512 1.2498
H -0.1798 -3.3752 2.4381
H -1.9054 -2.9230 2.1723
H -0.8241 -1.7885 2.9335
H -1.1981 -1.4037 -1.4739
H -1.0432 0.1026 -0.9730
C -4.3474 -3.1272 5.3327
C -3.4671 -3.3015 6.5892
C -1.9758 -2.9968 6.3076
O -1.3160 -4.0162 5.5495
C 0.1194 -3.8955 5.6233
N -3.9736 -2.3815 7.5294
H -5.4112 -3.3379 5.4419
H -3.9190 -3.7567 4.5527
H -4.2376 -2.0845 5.0348
H -3.4758 -4.3160 6.9877
H -1.4975 -2.8057 7.2683
H -1.8935 -2.0892 5.7096
H 0.5283 -4.2483 6.5701
H 0.5294 -2.9192 5.3651
H 0.5776 -4.6150 4.9447
H -3.3913 -2.4330 8.3530
H -3.8097 -1.4473 7.1823
C -4.1878 -2.9041 -0.6808
C -5.2730 -1.9782 -1.1860
C -6.1377 -2.5973 -2.3340
O -7.0118 -1.5642 -2.7778
C -7.8335 -2.0170 -3.8583
N -6.1095 -1.6962 -0.0294
H -3.6759 -3.3266 -1.5454
H -4.6178 -3.7169 -0.0955
H -3.4090 -2.5480 -0.0064
H -4.8944 -1.0220 -1.5471
H -6.7389 -3.4428 -1.9995
H -5.5705 -2.9644 -3.1893
H -7.1498 -2.0794 -4.7050
H -8.4286 -1.1161 -4.0076
H -8.4180 -2.9171 -3.6679
H -6.6331 -0.8606 -0.2482
H -6.8102 -2.4227 0.0074
C 1.6302 0.1200 8.0484
C 2.1423 -0.3112 6.7002
C 2.0620 0.7754 5.6190
O 2.4521 0.2213 4.3245
C 2.7768 1.1323 3.2596
N 3.5338 -0.7267 6.8524
H 1.7971 -0.6054 8.8447
H 0.5573 0.3084 8.0854
H 2.1142 1.0498 8.3472
H 1.5883 -1.2292 6.5042
H 2.7580 1.5647 5.9033
H 1.0559 1.1947 5.6166
H 3.6463 1.7421 3.5047
H 1.9298 1.8122 3.1680
H 2.9879 0.6081 2.3275
H 4.0574 0.0970 7.1121
H 3.8477 -0.9153 5.9111
C 6.0806 -1.6608 -1.0194
C 5.2271 -1.8156 -2.2660
C 5.7323 -1.0122 -3.4353
O 5.4308 0.3999 -3.2251
C 6.3030 1.2581 -3.9366
N 5.2273 -3.2585 -2.6101
H 5.7960 -2.2886 -0.1750
H 5.9982 -0.6302 -0.6743
H 7.1329 -1.8517 -1.2299
H 4.1985 -1.5176 -2.0626
H 5.2482 -1.4075 -4.3283
H 6.8041 -1.1014 -3.6125
H 6.5433 0.8999 -4.9376
H 7.2577 1.3205 -3.4142
H 5.8926 2.2502 -4.1249
H 6.1979 -3.4268 -2.8330
H 4.6591 -3.3723 -3.4373
C 2.5193 3.6151 -4.3339
C 1.0362 3.7434 -4.5145
C 0.1925 3.4279 -3.2523
O -1.1830 3.4559 -3.6211
C -2.0012 3.1728 -2.4857
N 0.8995 5.1358 -4.9953
H 3.0801 4.0095 -5.1812
H 2.7696 2.5552 -4.2882
H 2.9425 4.1634 -3.4923
H 0.7615 3.0329 -5.2942
H 0.4331 4.1077 -2.4350
H 0.5153 2.4704 -2.8435
H -2.1366 4.0316 -1.8282
H -1.6425 2.4569 -1.7462
H -2.9211 2.8217 -2.9533
H 1.3220 5.7525 -4.3162
H -0.0722 5.4113 -5.0007
C -1.0471 -4.9932 -0.6032
O -0.5952 -6.0813 -1.2717
H -1.2768 -4.1793 -1.2909
H -2.0457 -5.0639 -0.1720
H -0.3149 -4.6568 0.1308
H -0.4020 -6.7621 -0.6230
*
```

Results of the Mulliken charge analysis, in e, for atoms 1 through 99:
1. C -1.14
2. C 0.59
3. C -1.19
4. O -0.35
5. C -0.76
6. N -0.40
7. H 0.47
8. H 0.22
9. H 0.11
10. H 0.57
11. H 0.56
12. H 0.34
13. H 0.27
14. H 0.32
15. H 0.29
16. H -0.29
17. H 0.51
18. C -1.56
19. C 0.70
20. C -0.51
21. O -0.33
22. C -0.53
23. N -0.67
24. H 0.39
25. H 0.34
26. H 0.41
27. H 0.12
28. H 0.13
29. H 0.25
30. H -0.10
31. H 0.17
32. H 0.53
33. H 0.29
34. H 0.24
35. C -0.66
36. C 0.12
37. C -0.51
38. O 0.37
39. C -1.12
40. N -0.79
41. H -0.08
42. H 0.26
43. H 0.12
44. H 0.31
45. H 0.49
46. H -0.14
47. H 0.13
48. H 0.31
49. H 0.29
50. H 0.38
51. H 0.33
52. C -1.86
53. C 0.29
54. C -0.23
55. O 0.35
56. C -1.40
57. N 0.17
58. H 0.55
59. H 0.25
60. H 0.62
61. H 0.20
62. H -0.34
63. H 0.49
64. H 0.57
65. H 0.30
66. H 0.30
67. H 0.21
68. H -0.47
69. C -0.68
70. C 0.19
71. C -0.40
72. O -0.39
73. C -0.66
74. N -0.71
75. H 0.39
76. H 0.27
77. H -0.15
78. H 0.39
79. H 0.34
80. H 0.16
81. H 0.38
82. H 0.07
83. H 0.37
84. H 0.29
85. H 0.28
86. C -1.34
87. C 1.03
88. C -1.08
89. O -0.30
90. C -0.76
91. N -0.67
92. H 0.47
93. H 0.28
94. H 0.01
95. H -0.05
96. H 0.48
97. H 0.47
98. H 0.31
99. H 0.27